Record 1
This record from the OMol25 dataset describes a structure of composition C17H24CeN9O6S4. The level of theory is ωB97M-V/def2-TZVPD.

The geometry in XYZ format:
```
61
Properties=species:S:1:pos:R:3:forces:R:3
Ce 0.536708 -1.272938 -0.670713 1.165 0.788 0.254
S 1.769483 1.803098 -4.081803 -0.007 0.193 -0.020
C 1.394996 0.495147 -3.145777 -0.071 0.080 0.157
S -0.254817 -0.111681 -3.048779 -0.330 0.305 -0.357
S 2.604790 -0.330342 -2.202056 0.781 0.166 -0.528
O -0.356097 -3.105137 -1.795477 -0.666 -1.063 -0.456
C -1.435696 -3.691595 -1.741980 -0.126 -0.136 -0.040
C -2.450816 -3.522123 -0.734467 0.035 0.275 0.250
C -3.609244 -4.297346 -0.835597 -0.072 -0.146 -0.124
C -4.607134 -4.187619 0.096840 0.247 0.208 0.062
C -4.478732 -3.302363 1.180482 -0.121 -0.090 -0.079
C -3.356500 -2.536840 1.306110 0.129 0.061 0.028
C -2.298737 -2.595925 0.354027 -0.247 -0.241 -0.006
O -1.272393 -1.841087 0.482069 -1.241 -0.565 0.581
N -5.811568 -4.987541 -0.036620 -0.218 -0.198 -0.069
O -5.833817 -5.849683 -0.897477 0.026 0.106 0.049
O -6.737780 -4.750729 0.719299 0.104 0.005 -0.010
H -1.675899 -4.423352 -2.528112 0.061 -0.017 -0.011
H -3.728366 -4.989602 -1.659710 0.001 -0.011 0.007
H -5.282451 -3.249568 1.901213 0.013 0.016 0.017
H -3.225112 -1.860970 2.141072 -0.034 0.004 -0.008
N 2.623693 2.071336 0.278652 0.187 -0.110 0.092
C 1.515622 2.767143 0.921341 -0.041 -0.163 -0.296
C 1.187433 4.150638 0.325285 -0.305 -0.113 0.072
C 0.859423 4.263522 -1.169307 0.050 -0.031 0.071
C -0.328462 3.477636 -1.722763 0.209 -0.051 0.017
N -1.559125 3.824338 -0.995995 0.195 0.021 0.259
C -2.508026 2.988204 -0.606185 0.036 0.309 -0.359
N -3.404804 3.406229 0.318219 0.070 -0.064 0.133
N -2.683585 1.828001 -1.210222 0.060 -0.303 -0.101
C 0.262805 1.867393 1.003971 -0.221 0.109 -0.095
O -0.675510 2.293445 1.675032 -0.178 0.034 -0.093
O 0.265201 0.759273 0.353360 0.125 0.928 0.428
H 3.432186 2.682456 0.221741 -0.005 -0.035 -0.025
H 2.399990 1.790055 -0.674591 0.003 -0.103 0.005
H 1.804899 2.958375 1.958800 -0.078 -0.042 0.019
H 2.062146 4.779557 0.510428 -0.072 0.123 -0.002
H 0.362289 4.559547 0.914687 0.070 0.038 0.095
H 1.736234 3.984727 -1.757655 -0.109 -0.037 -0.132
H 0.664542 5.321036 -1.378860 0.168 0.048 -0.012
H -0.149313 2.405070 -1.659762 -0.109 -0.079 0.034
H -0.440814 3.728577 -2.776774 -0.029 -0.126 -0.047
H -1.564153 4.734741 -0.564631 -0.056 -0.007 0.058
H -3.039981 4.025058 1.025292 0.065 -0.051 0.051
H -4.007824 2.695492 0.699074 -0.054 0.012 -0.012
H -2.073661 1.510091 -1.961653 0.171 -0.027 0.096
H -3.292471 1.142224 -0.798937 0.069 -0.050 0.018
C 5.149698 -0.198725 2.435964 0.034 0.015 -0.104
C 4.731685 -1.478164 1.818273 -0.175 0.125 0.044
N 5.463119 -2.524470 1.640043 0.213 -0.090 0.049
N 4.635571 -3.425834 1.030671 -0.107 0.206 -0.036
C 3.401013 -2.956479 0.812394 -0.078 -0.048 0.117
S 2.076692 -3.730172 0.150350 0.046 -0.243 -0.069
N 3.457496 -1.695345 1.327222 0.373 0.034 0.072
N 2.381060 -0.819335 1.305927 0.169 0.537 -0.056
H 6.119741 -0.326704 2.908019 -0.014 -0.025 0.007
H 4.419394 0.129606 3.175696 0.029 0.004 0.023
H 5.228247 0.573921 1.669657 -0.032 0.035 0.022
H 4.978782 -4.327336 0.752296 -0.013 -0.045 -0.005
H 1.946815 -0.772654 2.223755 0.010 -0.054 0.023
H 2.671133 0.145725 1.018643 -0.106 -0.418 -0.059
```
Positions in Å, forces in eV/Å.

The LUMO energy (spin up / spin down) is -0.0182 / -0.0181 hartree. The calculation puts the gap between HOMO and LUMO (spin up / spin down) at 0.234 / 0.234 Eh. As for the multiplicity: 2. The total charge is 0. The energy relative to the best compared isomer or geometry (same formula, charge and spin) comes out at 13.2 kJ/mol.

Atom charges from the Mulliken analysis, given in e for atoms 1 to 2:
1. Ce 0.526
2. S -0.282

=====

Record 2
This record from the OMol25 dataset describes a structure of composition C17H24ErN5O. The level of theory is ωB97M-V/def2-TZVPD.

The geometry in XYZ format:
```
48
Properties=species:S:1:pos:R:3:forces:R:3
Er -0.115285 0.280233 -1.356451 1.131 -0.595 0.734
C -1.594741 -2.485165 -0.071328 0.312 -2.951 1.073
N -1.715257 -1.104738 -0.434357 -0.284 0.661 -0.051
C -2.523109 -0.942245 -1.673063 -1.234 2.043 0.383
C -1.996941 -0.228513 0.755886 0.376 1.547 0.311
C -3.270131 0.065470 1.232041 0.054 -0.498 0.691
C -3.395249 1.069235 2.195429 -2.314 1.184 0.410
C -2.389705 1.848718 2.748253 0.844 -2.501 -1.473
C -1.095011 1.401051 2.421669 0.166 1.656 0.453
C -0.873579 0.479468 1.393462 -1.183 -1.016 -1.479
N 0.353797 0.287544 0.723555 0.064 -0.192 0.193
C 1.218248 -0.728082 1.146005 1.744 0.655 -0.687
C 1.391898 -1.133301 2.473332 0.189 -1.674 -1.320
C 2.397469 -2.115853 2.731384 -1.163 1.880 2.412
C 3.256956 -2.513512 1.746584 2.004 -2.947 1.789
C 3.104948 -2.099182 0.485514 0.103 -0.540 -3.173
C 2.133895 -1.213392 0.155215 -1.161 0.822 0.802
N 2.002301 -0.782319 -1.223763 -1.214 0.290 -0.689
C 3.120731 0.015521 -1.757025 0.869 -0.253 0.268
C 1.714616 -1.892110 -2.204805 0.277 0.252 1.971
H -2.560372 -2.985876 0.279465 1.072 0.872 -0.549
H -0.854711 -2.613539 0.735513 -0.424 0.362 -0.012
H -1.148930 -3.127290 -0.864818 -0.576 0.636 0.043
H -2.671996 -1.845348 -2.263627 0.371 -0.054 0.282
H -2.094673 -0.122201 -2.386617 -0.508 -0.989 0.603
H -3.524082 -0.509798 -1.433128 0.632 -0.417 -0.276
H -4.161823 -0.548312 1.040668 0.423 0.460 -0.455
H -4.417949 1.374737 2.519409 0.705 -0.669 -0.416
H -2.628057 2.682114 3.370516 0.162 0.217 0.499
H -0.275201 1.944400 2.935363 -0.123 -0.712 -0.741
H 0.586444 -0.847824 3.136406 0.481 0.034 0.625
H 2.528563 -2.382455 3.817293 -0.074 -0.152 -1.440
H 4.038196 -3.320075 1.894324 -1.041 1.180 0.325
H 3.602464 -2.608121 -0.374779 0.234 0.600 1.016
H 2.816643 0.612167 -2.615117 -0.151 0.069 -0.133
H 3.952575 -0.634547 -2.089271 -0.309 0.245 0.193
H 3.508282 0.664619 -0.986056 -0.007 0.249 0.198
H 0.656502 -1.877441 -2.525616 0.024 -0.303 -0.122
H 1.962970 -2.846096 -1.688795 -0.416 0.455 -0.884
H 2.372487 -1.645236 -3.002403 0.101 -0.649 -1.162
N -0.549994 4.069866 -0.175324 0.721 0.622 -2.873
C -0.432836 3.640947 -1.494247 -0.276 -2.486 2.702
N -0.599297 4.486597 -2.470709 0.330 0.290 0.690
O -0.257890 2.338436 -1.658783 -0.641 3.180 -0.696
H -0.059066 4.954524 -0.021353 -0.506 -0.388 0.516
H -0.367811 3.318513 0.446168 0.321 -0.406 0.933
H -0.667964 5.470933 -2.214522 -0.145 -0.328 -0.698
H -0.478336 4.147467 -3.397520 0.041 0.259 -0.782
```
Positions in Å, forces in eV/Å.

The LUMO energy (spin up / spin down) is -0.2301 / -0.2283 hartree. The calculation puts the gap between HOMO and LUMO (spin up / spin down) at 0.263 / 0.265 Eh. As for the multiplicity: 4. The total charge is +2.

Atom charges from the Mulliken analysis, given in e for atoms 1 to 2:
1. Er 0.577
2. C -0.977